Run w
This record from the OMol25 dataset describes a molecular structure, C42H45N8O5PRuS6SeSi. The level of theory is ωB97M-V with the def2-TZVPD basis set.

- Multiplicity: 2
- Lowest unoccupied orbital energy (spin up / spin down): -0.101 / -0.105 Ha
- Expectation value of S²: 0.76
- Total charge: +1
- Frontier orbital gap (spin up / spin down): 6.451 / 6.346 eV
- Highest occupied orbital energy (spin up / spin down): -9.19 / -9.20 eV

Structure (XYZ):
```
110
C42H45N8O5PRuS6SeSi (ωB97M-V with the def2-TZVPD basis set)
H 1.8448 1.6550 -4.9696
H 4.8172 -5.9379 -4.0346
H 2.9276 3.7932 -5.5831
C 1.0573 2.4126 -3.1180
C 1.4353 6.3690 1.7672
H -5.4159 4.9812 -1.1386
C 0.8521 4.2394 0.7592
H 2.2579 -1.8758 -4.3660
C -4.3900 4.6504 -1.0403
H -1.8353 -3.8223 0.5512
H 1.6175 2.5190 1.8139
H 1.1059 -3.9145 0.1980
H -2.4013 -3.4135 4.7815
S -2.4680 0.5844 0.7137
C -3.9565 -4.4444 3.7239
H -6.2030 -5.6279 3.1587
N 1.6137 -3.6877 -0.6555
H 2.6919 5.7578 -4.1035
C 3.4904 0.2567 -0.4011
N 2.7037 -2.2210 2.8102
C 4.1417 -5.5125 -3.3055
C 2.9118 -5.7905 -1.2270
C 2.2396 4.8144 -3.8262
C -3.3479 -0.5401 -1.6603
H -1.6456 0.3497 -4.8053
C 2.3679 3.7133 -4.6602
C -1.9933 -3.5668 2.6830
H -1.8487 -1.2417 -4.0460
S -6.2744 -3.4941 -0.9653
O 0.4212 -3.3768 1.8042
C 1.5753 3.6025 1.7729
C -2.7554 -3.7786 3.8274
C -2.3093 3.9923 -2.0438
H 2.6203 -6.3839 -0.3713
N 2.8853 1.5933 -0.6366
O 4.3487 0.8366 2.0749
C 2.4341 -4.4986 -1.4181
S -2.4459 0.6141 -2.6173
Ru -0.1733 0.1112 0.8451
H 2.6708 6.2879 3.5206
C -3.3850 -0.4774 -0.3086
C 1.7672 2.5105 -4.3081
C -2.4335 -4.0085 1.4360
H 3.5682 -2.4266 0.8929
H -2.0944 3.9397 1.3332
H 3.1745 -0.8618 -3.2349
C -2.5197 4.0609 0.3422
H 4.6960 -1.8816 2.1607
C -1.0280 1.9999 3.5141
C 3.6869 -1.7894 1.7693
H 0.2056 6.1641 0.0340
C -4.4067 -4.9185 2.4817
C 3.6687 -4.2285 -3.4925
N -1.7370 -0.5169 4.3517
C -3.8356 4.4750 0.2216
C -1.0215 -0.2788 3.2684
H 3.9606 -3.6399 -4.3511
H -3.2637 -0.3546 -4.6913
H 2.7858 3.8124 3.5316
H 1.9465 -2.8075 2.3932
N -0.5818 -1.2205 2.3691
N -0.6239 0.9373 2.8291
H -4.4299 4.6638 1.1064
H -4.0573 4.5501 -3.1564
C -3.6273 4.4097 -2.1731
C 1.4439 -2.4868 -1.2429
H 1.4559 5.5790 -1.9930
H 3.1004 1.9715 -1.5592
H -4.5617 -4.6067 4.6070
H 4.5383 0.2724 -0.6975
H -2.6926 0.3766 5.9335
H 2.1982 -1.4050 3.1824
H 2.9340 -0.4816 -0.9690
H 1.3759 7.4498 1.7644
O 1.8682 0.1620 1.7172
O 0.0426 -2.8459 4.1522
C 2.2593 -1.4379 -3.3699
C 2.1623 5.7160 2.7553
H -5.9841 -5.7227 1.4714
H 0.5710 1.4769 -2.8513
Si 0.0296 3.2589 -0.6092
C -5.1386 -2.3090 -0.9516
C 3.7680 -6.2807 -2.1928
H 3.1251 -2.7285 3.5847
O 0.3031 1.6613 -0.3399
H -0.7172 2.9683 3.1391
C -3.6240 -4.6858 1.3376
C -1.7352 3.8052 -0.7857
C 0.9380 3.5054 -2.2479
H -1.7224 3.8105 -2.9375
S -4.3909 -1.7209 -2.4020
H -3.9762 -5.0351 0.3762
S -0.4664 -2.7727 2.8079
C 0.7851 5.6370 0.7853
C 1.5323 4.7081 -2.6341
N 2.1691 -2.5064 -2.3906
C -2.3034 -0.2611 -4.1881
H 4.1612 -7.2828 -2.0912
P 3.3448 -0.0108 1.4028
C -1.7751 1.8547 4.6671
C -2.1015 0.5609 5.0438
S -4.5520 -1.5222 0.4609
H 1.3859 -0.7975 -3.2555
H 3.2037 2.2674 0.0668
C 2.7992 -3.7406 -2.5233
N -5.5662 -5.6287 2.3819
C 2.2283 4.3309 2.7616
Se -0.0837 -1.4856 -0.9852
H -2.0902 2.7113 5.2426
H 1.7747 1.5526 -0.5559
```

***

Run x
This record from the OMol25 dataset describes a molecular structure, C42H45N8O5PRuS6SeSi. The level of theory is ωB97M-V with the def2-TZVPD basis set.

- Multiplicity: 2
- Lowest unoccupied orbital energy (spin up / spin down): -0.105 / -0.106 Ha
- Expectation value of S²: 0.76
- Total charge: +1
- Frontier orbital gap (spin up / spin down): 6.253 / 6.215 eV
- Highest occupied orbital energy (spin up / spin down): -9.10 / -9.11 eV

Structure (XYZ):
```
110
C42H45N8O5PRuS6SeSi (ωB97M-V with the def2-TZVPD basis set)
C -2.4961 0.9858 -3.4527
H -0.1110 -3.0360 -1.2354
S -0.8893 -2.6839 1.9205
N -0.0453 2.4950 0.9897
C 5.4474 -0.0567 0.7717
C -3.9274 -3.2289 -0.2983
H 3.8546 1.2933 1.3191
C -2.2287 -3.5317 -3.8204
C -1.0092 -0.6337 5.7108
C 3.3151 -0.2939 0.1176
H 1.0268 -4.9501 -2.3176
H 0.4817 -1.6201 -3.6694
C 3.4474 -2.4636 -1.0903
N 0.7080 2.8191 7.5611
N 2.5015 3.5183 -1.1826
O 0.4032 1.8973 -1.8467
H 0.6173 -4.4643 1.6280
H -0.1458 -0.7015 -2.3885
C 0.4280 4.1933 4.1811
N 0.4447 -0.6608 -3.3232
H -4.6849 0.0593 -0.5669
H -3.1445 -3.1487 -4.2553
S -2.2282 0.3409 1.7106
S -0.7931 -0.4274 7.3304
N 4.0055 -1.3470 -0.3468
H 3.5875 1.7652 -1.6671
P 1.4702 1.7341 -2.9211
O 1.1701 4.6570 1.3180
H -4.4328 2.1270 -5.9842
H -4.7940 -1.4853 -3.7266
C -0.9937 -1.5864 3.2810
C -3.1324 -0.2302 -3.1800
C -2.9595 1.8315 -4.4544
H -2.4482 2.7660 -4.6490
H -3.3599 5.2979 1.8369
H -4.7650 4.1892 0.0690
C -1.6021 -4.6170 -4.4212
H 2.5973 3.1662 -0.1955
H -3.7203 2.2794 -1.1978
Se 1.4070 -0.4375 0.8198
N 4.1696 0.4813 0.7991
H 0.7881 1.9103 7.9843
C 7.6666 -1.5759 0.2448
H -0.0819 -0.0880 -3.9902
H -2.0356 -5.0713 -5.3027
H 0.1171 5.0927 3.6679
C 0.1169 -4.5462 -2.7470
S -0.4418 -2.0385 4.8752
C -0.5195 -3.4674 -2.1467
C -3.1898 2.8116 -0.4164
C 6.6624 0.3761 1.2882
C -5.8720 -2.6864 1.0030
N -1.9412 2.4278 -0.1744
H 6.7401 1.2766 1.8819
H -0.0876 4.8932 6.1322
H 2.2015 -0.4943 -2.1730
H 1.5404 0.9266 5.9375
C -1.2799 3.0749 0.8122
H 6.3856 -2.9183 -0.8439
H 0.1963 3.5073 8.0836
C 0.9499 3.1332 3.4484
H -5.0337 -4.6553 0.8611
H 2.4308 -0.2461 -3.9349
C -4.2643 -0.5608 -3.9327
C -0.4203 -5.1172 -3.8942
C 6.4574 -2.0114 -0.2595
C 1.3373 1.9466 4.0718
C -5.7667 -1.3600 0.6039
H -1.6372 1.2942 -2.8655
C -2.9765 4.4724 1.2481
H -5.5972 -0.0029 -5.5156
H -6.4844 -0.6294 0.9547
C -4.7456 -0.9764 -0.2487
C 5.3455 -1.2256 0.0201
H 3.9330 -3.3829 -0.7687
H 0.0450 -4.4390 3.3076
C 1.2351 1.8368 5.4370
C 7.7669 -0.4026 1.0083
H 3.5525 2.9959 -2.9587
C 1.7826 -0.0672 -3.0779
C -4.7266 0.2766 -4.9362
H 2.3837 -2.5245 -0.8652
H 2.9662 4.4197 -1.2575
S 1.1564 3.2815 1.7388
C 0.3963 -3.8249 2.4812
C -4.9515 -3.6209 0.5531
C 2.9781 2.5084 -2.1758
C -1.6949 -2.9241 -2.6825
C -3.8058 -1.9007 -0.7109
C 0.7360 2.9059 6.2027
C -1.5950 -0.3877 3.1705
O 1.2161 2.2669 -4.2720
C 0.3182 4.0762 5.5488
O -1.1191 -0.6894 -1.2138
O 2.3752 2.5349 1.3778
H 1.7299 1.1290 3.4787
H -3.2161 -3.9679 -0.6501
H 1.2927 -3.2720 2.7599
H 3.6016 -2.3359 -2.1618
Si -2.4511 -1.3905 -1.8737
C -4.0724 1.4735 -5.2003
H 1.4861 3.6510 -1.2919
Ru -0.4530 0.7821 -0.0259
H 0.0764 -5.9519 -4.3716
H 8.5581 -2.1553 0.0495
H -6.6755 -2.9911 1.6611
S -1.7994 0.4844 4.6751
H 8.7347 -0.1060 1.3879
C -3.7576 3.8631 0.2766
N -1.7356 4.0841 1.5328
```

***

Stability, descending: run w, run x

***

Run w
This record from the OMol25 dataset describes 2 unconnected molecules or ions with the total composition C3H9O2. The level of theory is ωB97M-V with the def2-TZVPD basis set.

- Lowest unoccupied orbital energy: 0.166 Ha
- Total charge: -1
- Frontier orbital gap: 7.701 eV
- Highest occupied orbital energy: -3.17 eV

Structure (XYZ):
```
14
C3H9O2 (ωB97M-V with the def2-TZVPD basis set)
H -2.9315 -0.6630 -0.2557
C -1.0467 0.5382 -0.3154
H -1.6381 -1.1054 0.9281
H 0.6458 -0.9053 -0.2671
H 2.0006 1.0980 -0.0653
O -0.2275 -0.1287 -1.1967
H 2.9044 -0.1061 -1.0571
C 2.4881 0.0345 -0.1260
H -0.3693 0.9306 0.5539
H -1.5950 1.3318 -0.8039
H 3.1463 0.1086 0.6891
O 1.6476 -1.1006 0.1849
H -2.7887 0.3183 1.2007
C -2.2362 -0.3508 0.5306
```

***

Run x
This record from the OMol25 dataset describes 2 unconnected molecules or ions with the total composition C3H9O2. The level of theory is ωB97M-V with the def2-TZVPD basis set.

- Lowest unoccupied orbital energy: 0.156 Ha
- Total charge: -1
- Frontier orbital gap: 6.797 eV
- Highest occupied orbital energy: -2.56 eV

Structure (XYZ):
```
14
C3H9O2 (ωB97M-V with the def2-TZVPD basis set)
O -0.5412 1.3377 0.5897
H -0.3176 -2.6931 1.7732
C 0.5516 0.7072 -1.4992
H 1.4767 0.6981 -2.0713
H -0.0888 -0.9886 1.6285
H -1.7034 -1.6683 1.6522
C -0.6942 -1.8132 1.1760
H 0.2572 -0.3146 -1.1766
H 0.7492 2.5774 -0.3883
H -0.2932 0.8364 -2.1835
H 1.4908 1.2148 0.2887
C 0.5576 1.5117 -0.2332
H -0.8010 0.3984 0.6062
O -0.6438 -1.8037 -0.1624
```

***

Stability, descending: run x, run w

***

Run w
This record from the OMol25 dataset describes 2 unconnected molecules or ions with the total composition CHNO3S. The level of theory is ωB97M-V with the def2-TZVPD basis set.

- Lowest unoccupied orbital energy: -0.003 Ha
- SMILES: O=C=S.O=NO
- Frontier orbital gap: 10.722 eV
- Highest occupied orbital energy: -10.79 eV

Structure (XYZ):
```
7
CHNO3S (ωB97M-V with the def2-TZVPD basis set)
O 0.9180 0.0348 1.9876
O 1.1464 1.1136 0.0031
O -1.2045 -0.1285 -0.1281
N 1.5414 0.1735 0.9315
C -1.3103 -0.9321 -0.9284
H 0.3716 1.6960 0.2145
S -1.4626 -1.9573 -2.0801
```

***

Run x
This record from the OMol25 dataset describes a single CHNO3S molecule. The level of theory is ωB97M-V with the def2-TZVPD basis set.

- Lowest unoccupied orbital energy: 0.000 Ha
- SMILES: O=C1NOOS1
- Frontier orbital gap: 9.640 eV
- Highest occupied orbital energy: -9.65 eV

Structure (XYZ):
```
7
CHNO3S (ωB97M-V with the def2-TZVPD basis set)
S 0.8399 -1.3991 -0.6191
C 0.4868 0.4352 -0.6618
O 1.1108 1.1973 -1.2751
N -0.6450 0.6515 0.1931
O -0.0473 -1.5242 0.7538
H -0.5633 1.2574 1.1315
O -1.1819 -0.6181 0.4776
```

***

Run y
This record from the OMol25 dataset describes a single CHNO3S molecule. The level of theory is ωB97M-V with the def2-TZVPD basis set.

- Lowest unoccupied orbital energy (spin up / spin down): -0.054 / -0.023 Ha
- Frontier orbital gap (spin up / spin down): 7.190 / 8.707 eV
- Highest occupied orbital energy (spin up / spin down): -8.65 / -9.34 eV

Structure (XYZ):
```
7
CHNO3S (ωB97M-V with the def2-TZVPD basis set)
O 0.2350 -0.0161 -0.9923
C -0.1322 0.5033 1.2891
N -0.1511 0.8294 0.0182
S -0.2604 -1.7029 -0.8628
O -0.4035 1.0423 2.3115
O 0.8302 -2.4550 -1.4416
H -0.1179 1.7991 -0.3221
```

***

Stability, descending: run w, run y, run x

***

Run w
This record from the OMol25 dataset describes a single C5H4O3 molecule. The level of theory is ωB97M-V with the def2-TZVPD basis set.

- Lowest unoccupied orbital energy: 0.024 Ha
- SMILES: O=C[C@]12C=CO[C@H]1O2
- Frontier orbital gap: 10.412 eV
- Highest occupied orbital energy: -9.75 eV

Structure (XYZ):
```
12
C5H4O3 (ωB97M-V with the def2-TZVPD basis set)
H 0.2787 1.9268 -0.8100
C 1.8773 -0.3932 0.0205
C 0.4390 -0.2726 -0.2282
C -0.6676 -0.9585 0.4989
H -2.2519 1.6901 -0.4205
C -0.2010 1.0592 -0.4641
O -1.7741 -0.1554 0.6174
O 2.5620 0.5030 0.3907
O -0.3333 -1.3540 -0.7267
C -1.4945 0.9751 -0.1832
H 2.2148 -1.3956 -0.1332
H -0.6494 -1.6249 1.4386
```

***

Run x
This record from the OMol25 dataset describes a molecular structure, C5H4O3. The level of theory is ωB97M-V with the def2-TZVPD basis set.

- Lowest unoccupied orbital energy (spin up / spin down): -0.022 / -0.021 Ha
- Frontier orbital gap (spin up / spin down): 6.253 / 6.541 eV
- Highest occupied orbital energy (spin up / spin down): -6.86 / -7.12 eV

Structure (XYZ):
```
12
C5H4O3 (ωB97M-V with the def2-TZVPD basis set)
C 0.5678 -0.3500 -1.1503
C 0.1466 -2.2628 1.0221
C -0.1025 -1.0022 0.7281
H -1.5137 -0.1957 -0.7453
C -0.1937 1.7301 0.1109
H 0.2394 -2.5765 2.0596
O -0.1793 2.0436 1.2616
H 0.2523 -3.0584 0.2816
O -0.1414 2.5650 -0.9425
O 1.5808 -0.2145 -1.6977
H -0.1383 3.4880 -0.6119
C -0.5181 -0.1666 -0.3161
```

***

Stability, descending: run w, run x